--- i ---
This record from the OMol25 dataset describes CHBrF2N2O2 as an isolated structure. The level of theory is ωB97M-V with the def2-TZVPD basis set.

Structure (ORCA input):
```
! wB97M-V def2-TZVPD RIJCOSX def2/J DEFGRID3
* xyz 0 1
C -1.127 -0.111 0.168
N 2.764 0.739 -0.140
N -1.914 -1.104 -0.446
O -2.932 -1.231 0.268
O -1.637 -1.588 -1.482
F 2.860 0.426 1.212
F 2.957 2.053 -0.249
Br 0.278 0.690 -0.569
H -1.249 0.126 1.237
*
```

=====

--- ii ---
This record from the OMol25 dataset describes CHBrF2N2O2 as an isolated structure. The level of theory is ωB97M-V with the def2-TZVPD basis set.

Structure (ORCA input):
```
! wB97M-V def2-TZVPD RIJCOSX def2/J DEFGRID3
* xyz 0 1
C -0.205 -0.425 -0.090
N -0.795 0.534 0.953
N 1.173 -0.096 -0.218
O -0.832 -0.005 2.025
O -1.105 1.634 0.573
F 1.319 1.275 -0.317
F 1.634 -0.579 -1.488
Br -0.142 -2.237 0.245
H -1.048 -0.101 -1.684
*
```

=====

Q: Which of them is the most stable? A: ii.

=====

--- i ---
This record from the OMol25 dataset describes one molecule with the formula H5NP4. The level of theory is ωB97M-V with the def2-TZVPD basis set.

Structure (ORCA input):
```
! wB97M-V def2-TZVPD RIJCOSX def2/J DEFGRID3
* xyz 0 1
N 0.120 -0.126 -2.331
P 1.836 0.378 -0.326
P 1.154 1.966 0.883
P -1.752 -1.595 0.370
P 0.201 -0.944 -1.002
H -0.246 1.637 0.830
H 1.068 3.014 -0.161
H -2.271 -0.348 1.048
H -1.114 -1.885 1.606
H 1.004 -2.096 -0.917
*
```

=====

--- ii ---
This record from the OMol25 dataset describes one molecule with the formula H5NP4. The level of theory is ωB97M-V with the def2-TZVPD basis set.

Structure (ORCA input):
```
! wB97M-V def2-TZVPD RIJCOSX def2/J DEFGRID3
* xyz 0 1
N -1.556 -0.372 2.655
P 0.977 0.527 0.587
P 2.188 -0.005 -2.336
P -1.190 0.395 1.393
P 0.237 0.138 -1.270
H -0.965 -1.070 2.921
H 2.192 -1.289 -2.047
H 1.609 -0.348 -3.524
H -1.953 0.290 0.221
H -1.540 1.735 1.400
*
```

=====

Q: Which of them is the most stable? A: ii.

=====

--- i ---
This record from the OMol25 dataset describes a 2-piece molecular cluster, CH3O3 overall. The level of theory is ωB97M-V with the def2-TZVPD basis set.

Structure (ORCA input):
```
! wB97M-V def2-TZVPD RIJCOSX def2/J DEFGRID3
* xyz -1 1
O 1.378 -0.710 -1.571
H 0.556 -0.345 -1.175
O -0.523 0.837 2.135
C -0.819 0.646 0.955
O -0.658 -0.384 0.232
H -1.403 1.467 0.469
H 1.468 -1.510 -1.044
*
```

=====

--- ii ---
This record from the OMol25 dataset describes a 2-piece molecular cluster, CH3O3 overall. The level of theory is ωB97M-V with the def2-TZVPD basis set.

Structure (ORCA input):
```
! wB97M-V def2-TZVPD RIJCOSX def2/J DEFGRID3
* xyz -1 1
O -1.809 -1.363 -0.904
H -2.632 -1.204 -0.388
H -1.136 -0.781 -0.484
O 1.352 1.761 -0.161
O 0.000 0.000 0.000
C 0.485 0.976 -0.633
H 0.272 1.097 -1.723
*
```

=====

--- iii ---
This record from the OMol25 dataset describes a 2-piece molecular cluster, CH3O3 overall. The level of theory is ωB97M-V with the def2-TZVPD basis set.

Structure (ORCA input):
```
! wB97M-V def2-TZVPD RIJCOSX def2/J DEFGRID3
* xyz -1 1
O -0.262 -0.293 -2.157
H 0.201 0.027 -1.237
O 0.263 1.552 1.803
C 0.060 0.441 1.307
O 0.670 -0.280 0.451
H -0.597 -0.211 1.960
H -0.336 -1.236 -2.127
*
```

=====

Q: Which of them is the most stable? A: i.

=====

--- i ---
This record from the OMol25 dataset describes C3H11N5 as an isolated structure. The level of theory is ωB97M-V with the def2-TZVPD basis set.

Structure (ORCA input):
```
! wB97M-V def2-TZVPD RIJCOSX def2/J DEFGRID3
* xyz 0 1
C 2.165 -1.065 -0.245
C -0.105 -0.624 -0.162
C 0.800 1.566 0.701
H 2.824 -0.939 0.653
H 2.259 -0.047 -0.805
H 2.567 -1.979 -0.818
H -1.267 -2.185 -0.490
H -2.057 -0.605 1.416
H -3.336 -0.511 0.137
H -0.012 1.873 1.666
H 1.743 0.838 1.101
H 1.232 2.677 0.092
H -1.940 1.069 -0.426
H -1.003 1.333 -1.827
N 0.814 -1.493 0.012
N -1.326 -1.139 -0.388
N -2.391 -0.960 0.541
N 0.097 0.754 -0.338
N -1.063 1.437 -0.820
*
```

=====

--- ii ---
This record from the OMol25 dataset describes a 2-piece molecular cluster, C3H11N5 overall. The level of theory is ωB97M-V with the def2-TZVPD basis set.

Structure (ORCA input):
```
! wB97M-V def2-TZVPD RIJCOSX def2/J DEFGRID3
* xyz 0 1
C -0.161 0.956 -1.335
N -0.430 -0.295 -0.687
N -1.221 -0.293 0.496
N -2.453 -0.955 0.263
N -1.428 0.975 1.079
H 0.617 1.508 -0.697
H -1.074 1.519 -1.535
H 0.320 0.764 -2.292
H 0.519 -0.660 -0.364
H -2.857 -0.671 -0.633
H -2.269 -1.950 0.231
H -1.649 0.829 2.057
H -2.215 1.460 0.644
C 2.610 0.399 0.204
C 2.248 -0.839 0.474
N 2.222 -1.991 0.882
H 2.982 0.647 -0.777
H 2.910 1.059 1.000
H 1.330 -2.463 0.990
*
```

=====

Q: Which of them is the most stable? A: ii.

=====

--- i ---
This record from the OMol25 dataset describes one molecule with the formula C3H5BO2. The level of theory is ωB97M-V with the def2-TZVPD basis set.

Structure (ORCA input):
```
! wB97M-V def2-TZVPD RIJCOSX def2/J DEFGRID3
* xyz 0 1
O -2.477 -0.169 -0.038
B -1.132 -0.095 0.043
C -0.048 -1.195 0.046
C 1.145 -0.636 -0.048
C 1.119 0.844 0.002
O -0.594 1.150 -0.018
H -2.855 0.683 -0.056
H -0.072 -2.281 0.128
H 2.122 -1.115 0.104
H 1.635 1.516 0.779
H 1.158 1.298 -0.941
*
```

=====

--- ii ---
This record from the OMol25 dataset describes one molecule with the formula C3H5BO2. The level of theory is ωB97M-V with the def2-TZVPD basis set.

Structure (ORCA input):
```
! wB97M-V def2-TZVPD RIJCOSX def2/J DEFGRID3
* xyz 0 1
B -1.454 -0.728 0.062
C 1.473 -1.995 -0.024
C 1.308 -0.717 0.003
C 0.599 0.586 0.066
O -0.809 0.439 -0.103
O -2.787 -0.644 0.049
H -1.026 -1.885 0.148
H 2.397 -0.760 0.074
H 0.668 0.922 1.156
H 0.983 1.262 -0.628
H -3.451 -0.109 -0.377
*
```

=====

Q: Which of them is the most stable? A: i.

=====

--- i ---
This record from the OMol25 dataset describes C38H49ClN5O3PdTe as an isolated structure. The level of theory is ωB97M-V with the def2-TZVPD basis set.

Structure (ORCA input):
```
! wB97M-V def2-TZVPD RIJCOSX def2/J DEFGRID3
* xyz 4 6
Pd -0.287 0.020 -2.472
C -3.693 2.200 -4.549
C -2.389 1.896 -3.787
N -2.050 0.449 -3.882
C -3.250 -0.344 -3.527
C -4.355 -0.167 -4.590
N -3.978 1.016 -5.435
C -2.760 0.692 -6.254
C -1.683 0.156 -5.285
H -3.608 3.078 -5.185
H -4.552 2.323 -3.894
H -2.493 2.168 -2.742
H -1.555 2.458 -4.207
H -3.590 -0.012 -2.549
H -2.971 -1.393 -3.454
H -5.328 0.034 -4.147
H -4.446 -1.021 -5.258
H -4.752 1.244 -6.060
H -2.456 1.610 -6.753
H -3.046 -0.037 -7.008
H -0.721 0.618 -5.503
H -1.576 -0.923 -5.385
C 4.611 -2.645 6.431
C 3.768 -2.121 5.311
C 2.776 -2.908 4.722
C 2.000 -2.435 3.683
C 0.914 -3.312 3.111
C 2.214 -1.112 3.231
Te 0.946 -0.407 1.766
N -0.854 -0.901 -0.571
C -1.760 0.084 -0.188
O -1.845 1.049 -0.976
C -2.534 -0.037 1.039
C -2.676 -1.287 1.658
C -3.416 -1.394 2.821
C -3.993 -0.255 3.378
C -3.843 0.990 2.772
C -3.121 1.103 1.599
C 0.425 1.478 2.500
C 0.657 2.598 1.694
C 1.273 2.512 0.318
C 0.320 3.845 2.200
C -0.237 3.996 3.467
C -0.589 5.351 4.008
C -0.462 2.853 4.233
C -0.141 1.583 3.782
C -0.404 0.396 4.673
C 3.226 -0.296 3.791
C 3.516 1.109 3.331
C 3.978 -0.830 4.819
H 4.231 -3.589 6.815
H 4.653 -1.927 7.251
H 5.635 -2.804 6.086
H 2.607 -3.910 5.097
H 1.032 -4.337 3.456
H 0.937 -3.329 2.016
H -0.078 -2.974 3.421
H -2.233 -2.166 1.207
H -3.555 -2.356 3.295
H -4.570 -0.340 4.290
H -4.296 1.864 3.220
H -2.987 2.065 1.121
H 2.059 1.755 0.253
H 1.715 3.470 0.046
H 0.517 2.274 -0.436
H 0.515 4.727 1.600
H -0.244 6.148 3.353
H -0.146 5.499 4.993
H -1.671 5.447 4.121
H -0.898 2.960 5.221
H -1.123 0.659 5.447
H 0.507 0.058 5.171
H -0.821 -0.451 4.120
H 3.473 1.206 2.244
H 4.515 1.404 3.647
H 2.811 1.825 3.757
H 4.763 -0.225 5.261
Cl 0.367 -5.741 -1.308
C 0.510 -4.714 -2.594
C 1.030 -5.151 -3.834
C 1.102 -4.223 -4.827
C 0.652 -2.898 -4.577
N 0.138 -2.472 -3.406
C 0.080 -3.342 -2.428
H 1.348 -6.179 -3.961
H 1.490 -4.472 -5.808
H 0.723 -2.155 -5.363
H -0.301 -3.005 -1.467
N 4.355 1.188 -3.998
C 3.927 0.353 -2.820
C 2.408 0.162 -2.904
O 1.833 0.599 -3.924
O 1.854 -0.397 -1.925
H 5.033 0.717 -4.598
H 4.763 2.083 -3.725
H 3.484 1.357 -4.536
H 4.190 0.865 -1.899
H 4.452 -0.598 -2.847
*
```

=====

--- ii ---
This record from the OMol25 dataset describes C38H49ClN5O3PdTe as an isolated structure. The level of theory is ωB97M-V with the def2-TZVPD basis set.

Structure (ORCA input):
```
! wB97M-V def2-TZVPD RIJCOSX def2/J DEFGRID3
* xyz 4 6
Pd -1.448 1.063 -1.508
C -5.305 -1.620 -0.922
C -4.028 -0.792 -0.652
N -3.483 -0.276 -1.922
C -3.331 -1.388 -2.878
C -4.723 -1.937 -3.278
N -5.728 -1.360 -2.332
C -5.850 0.113 -2.560
C -4.428 0.716 -2.480
H -6.110 -1.343 -0.245
H -5.125 -2.689 -0.813
H -3.277 -1.414 -0.163
H -4.226 0.055 0.002
H -2.730 -2.164 -2.405
H -2.796 -1.035 -3.758
H -4.758 -3.023 -3.220
H -4.996 -1.644 -4.290
H -6.635 -1.802 -2.496
H -6.509 0.523 -1.796
H -6.307 0.292 -3.532
H -4.432 1.601 -1.845
H -4.073 1.006 -3.469
C 8.107 -0.626 2.064
C 6.670 -0.447 1.716
C 5.961 0.673 2.157
C 4.618 0.860 1.856
C 3.901 2.092 2.338
C 4.002 -0.152 1.119
Te 1.715 0.144 0.786
N -0.352 0.624 0.424
C -1.310 1.221 1.126
O -2.380 1.478 0.486
C -1.214 1.482 2.569
C -0.015 1.859 3.190
C 0.026 2.054 4.558
C -1.131 1.893 5.312
C -2.329 1.533 4.700
C -2.378 1.343 3.332
C 1.081 -1.788 1.372
C 1.241 -2.151 2.722
C 1.855 -1.242 3.749
C 0.817 -3.409 3.122
C 0.224 -4.305 2.237
C -0.258 -5.640 2.687
C 0.071 -3.911 0.897
C 0.469 -2.673 0.442
C 0.265 -2.339 -1.006
C 4.670 -1.251 0.581
C 4.004 -2.242 -0.335
C 6.009 -1.386 0.913
H 8.487 0.194 2.666
H 8.719 -0.721 1.165
H 8.254 -1.560 2.612
H 6.471 1.425 2.747
H 4.609 2.876 2.594
H 3.317 1.872 3.236
H 3.234 2.484 1.566
H 0.857 2.094 2.591
H 0.945 2.366 5.036
H -1.101 2.071 6.379
H -3.224 1.398 5.293
H -3.304 1.079 2.840
H 1.967 -0.222 3.374
H 2.837 -1.614 4.047
H 1.238 -1.203 4.646
H 0.947 -3.697 4.159
H -0.033 -5.825 3.734
H 0.192 -6.434 2.087
H -1.338 -5.730 2.544
H -0.355 -4.623 0.200
H 0.057 -3.234 -1.591
H 1.141 -1.848 -1.431
H -0.577 -1.650 -1.122
H 3.290 -1.731 -0.986
H 3.467 -3.002 0.238
H 4.740 -2.752 -0.954
H 6.557 -2.235 0.522
Cl -3.525 6.443 -0.511
C -2.780 5.394 -1.631
C -2.465 5.811 -2.920
C -1.865 4.912 -3.787
C -1.601 3.625 -3.352
N -1.908 3.234 -2.111
C -2.479 4.086 -1.262
H -2.693 6.821 -3.236
H -1.610 5.203 -4.796
H -1.155 2.891 -4.009
H -2.710 3.730 -0.266
N 2.999 1.547 -4.031
C 1.759 0.801 -4.398
C 0.752 0.968 -3.238
O 1.184 1.496 -2.187
O -0.419 0.573 -3.432
H 3.139 2.385 -4.597
H 3.845 0.981 -4.097
H 2.814 1.823 -3.039
H 1.959 -0.261 -4.529
H 1.319 1.177 -5.318
*
```

=====

Q: Which of them is the most stable? A: ii.

=====

--- i ---
This record from the OMol25 dataset describes one molecule with the formula C16H19N3O4S. The level of theory is ωB97M-V with the def2-TZVPD basis set.

Structure (ORCA input):
```
! wB97M-V def2-TZVPD RIJCOSX def2/J DEFGRID3
* xyz 0 1
C 4.159 -2.898 -1.056
C 2.697 -2.539 -0.821
C 2.410 -2.280 0.663
C 3.134 -1.084 1.144
N 3.864 -0.946 2.198
N 4.319 0.325 2.223
C 3.838 0.902 1.171
S 4.046 2.549 0.673
C 3.525 2.391 -1.074
C 2.138 1.778 -1.269
O 1.937 0.974 -2.147
N 1.219 2.256 -0.392
C -0.112 1.871 -0.222
C -0.725 0.905 -1.017
C -2.043 0.564 -0.790
C -2.769 1.179 0.226
C -4.188 0.849 0.497
O -4.845 1.365 1.370
O -4.667 -0.078 -0.344
C -6.026 -0.472 -0.161
C -6.160 -1.526 0.929
C -2.151 2.143 1.020
C -0.836 2.485 0.801
O 3.067 0.073 0.434
H 4.814 -2.093 -0.730
H 4.339 -3.077 -2.113
H 4.426 -3.795 -0.502
H 2.061 -3.359 -1.160
H 2.436 -1.649 -1.398
H 1.338 -2.113 0.803
H 2.717 -3.125 1.279
H 4.257 1.788 -1.613
H 3.542 3.408 -1.468
H 1.552 2.938 0.281
H -0.166 0.430 -1.806
H -2.519 -0.184 -1.405
H -6.620 0.411 0.094
H -6.339 -0.865 -1.131
H -7.195 -1.849 0.997
H -5.533 -2.385 0.701
H -5.857 -1.110 1.886
H -2.724 2.612 1.806
H -0.358 3.232 1.421
*
```

=====

--- ii ---
This record from the OMol25 dataset describes C16H19N3O4S as an isolated structure. The level of theory is ωB97M-V with the def2-TZVPD basis set.

Structure (ORCA input):
```
! wB97M-V def2-TZVPD RIJCOSX def2/J DEFGRID3
* xyz 0 1
C 2.372 5.875 -1.557
H 3.369 5.466 -1.828
O 1.916 5.025 -0.486
C 1.771 3.804 -0.591
C 1.168 3.222 0.390
C 1.122 1.965 0.652
C 1.464 1.259 -0.349
C 2.122 1.657 -1.700
C 2.260 3.066 -1.748
H 2.536 3.486 -2.568
H 2.559 1.055 -2.356
C 1.589 -0.332 -0.483
N 1.545 -1.201 -1.496
N 1.491 -2.469 -0.803
C 1.044 -2.305 0.227
O 0.999 -0.867 0.823
S 0.421 -3.475 1.481
C -0.409 -2.424 2.705
H 0.362 -1.931 3.133
H -0.698 -3.154 3.521
C -1.504 -1.761 1.909
O -1.728 -0.523 2.484
N -2.131 -2.534 1.205
H -1.772 -3.295 0.981
C -2.997 -2.067 0.062
H -3.622 -1.143 0.769
H -4.152 -2.594 -0.036
C -2.383 -1.573 -1.053
H -2.154 -2.232 -1.543
C -3.519 -0.603 -1.867
H -3.033 -0.705 -2.979
H -4.476 -0.952 -1.998
C -3.221 0.751 -1.297
H -4.108 1.076 -0.666
C -1.905 0.738 -0.684
H -0.958 1.240 -1.020
O -1.379 -0.738 -0.967
H -1.944 1.013 0.660
H -3.208 1.563 -2.078
H 0.927 1.492 1.628
H 0.884 3.877 1.548
H 1.872 5.905 -2.329
H 2.379 7.056 -1.391
*
```

=====

--- iii ---
This record from the OMol25 dataset describes one molecule with the formula C16H19N3O4S. The level of theory is ωB97M-V with the def2-TZVPD basis set.

Structure (ORCA input):
```
! wB97M-V def2-TZVPD RIJCOSX def2/J DEFGRID3
* xyz 0 1
C -6.371 -2.795 2.186
O -5.301 -2.280 2.948
C -4.208 -1.807 2.309
C -4.048 -1.771 0.923
C -2.882 -1.262 0.380
C -1.882 -0.793 1.207
S -0.404 -0.135 0.465
O 0.547 0.186 1.492
O 0.038 -1.014 -0.587
N -1.020 1.246 -0.278
C -1.268 2.304 0.677
C -0.321 1.653 -1.487
C 1.102 2.129 -1.169
O 1.388 3.305 -1.058
N 1.971 1.119 -1.001
C 3.306 1.322 -0.470
C 4.315 0.619 -1.332
C 5.047 1.296 -2.300
C 5.940 0.588 -3.088
C 6.061 -0.777 -2.878
N 5.365 -1.434 -1.966
C 4.517 -0.754 -1.217
C -2.025 -0.824 2.584
C -3.183 -1.328 3.134
H -6.058 -3.653 1.585
H -7.117 -3.116 2.911
H -6.805 -2.029 1.536
H -4.820 -2.136 0.265
H -2.733 -1.230 -0.687
H -0.342 2.738 1.065
H -1.857 3.084 0.197
H -1.834 1.879 1.504
H -0.882 2.468 -1.949
H -0.299 0.788 -2.150
H 1.630 0.167 -1.027
H 3.480 2.401 -0.459
H 3.343 0.936 0.556
H 4.917 2.361 -2.430
H 6.527 1.084 -3.845
H 6.744 -1.377 -3.465
H 3.969 -1.331 -0.483
H -1.219 -0.458 3.200
H -3.327 -1.369 4.202
*
```

=====

Q: Which of them is the most stable? A: i.

=====

--- i ---
This record from the OMol25 dataset describes one molecule with the formula C3H5BrClF. The level of theory is ωB97M-V with the def2-TZVPD basis set.

Structure (ORCA input):
```
! wB97M-V def2-TZVPD RIJCOSX def2/J DEFGRID3
* xyz 0 1
C -0.020 0.935 -0.520
C -0.603 -0.445 -0.548
F -0.591 -0.828 -1.860
Br -2.470 -0.474 0.062
C 0.072 -1.433 0.376
Cl 1.831 -1.557 0.063
H -0.450 1.305 0.478
H 1.076 0.895 -0.359
H -0.323 1.489 -1.324
H -0.233 -2.380 -0.006
H -0.137 -1.081 1.431
*
```

=====

--- ii ---
This record from the OMol25 dataset describes a 2-piece molecular cluster, C3H5BrClF overall. The level of theory is ωB97M-V with the def2-TZVPD basis set.

Structure (ORCA input):
```
! wB97M-V def2-TZVPD RIJCOSX def2/J DEFGRID3
* xyz 0 1
C -1.005 -0.828 -0.504
C 0.979 0.591 -0.054
C -0.338 0.232 0.346
F 0.787 -1.059 2.019
Cl 1.018 1.342 -1.790
Br -1.277 1.436 1.424
H -0.389 -1.742 -0.313
H -2.102 -0.830 -0.334
H -0.791 -0.327 -1.506
H 1.646 -0.183 0.147
H 1.471 1.368 0.565
*
```

=====

Q: Which of them is the most stable? A: i.